65
Properties=species:S:1:pos:R:3:forces:R:3:mulliken_charge:R:1 method="wB97M-V/def2-TZVPD" charge=+1 homo_lumo_gap_ev=4.5
O 4.91617 -1.13088 -4.91370 -2.33 -4.48 9.14 -0.4087
C 4.60312 -1.75272 -3.74279 1.89 1.35 -7.29 0.5924
F 4.66946 -3.24792 -3.72380 -0.66 5.53 0.81 -0.2052
N 4.16554 -0.97203 -2.51601 1.99 -1.15 -0.17 0.7497
C 4.33933 -1.77960 -1.24815 6.13 -4.95 3.82 0.3735
O 5.52378 -2.37130 -0.97690 -8.83 4.31 -2.24 -0.3758
F 3.25020 -2.03651 -0.24986 3.39 1.68 -4.33 -0.2203
C 4.91966 0.33903 -2.48845 1.51 3.97 0.15 -0.0537
C 6.58907 0.36146 -2.44523 -2.98 2.99 -0.21 -0.4673
N 7.33039 1.68057 -2.45470 -3.88 -0.08 -0.20 -0.0521
C 6.67757 3.06372 -2.49782 -3.64 -3.15 0.29 -0.2679
C 5.03393 3.14713 -2.50930 1.91 -2.86 -0.08 -0.4704
C 4.08188 1.77621 -2.50114 6.46 -1.09 -0.66 -0.1751
S 2.21604 1.94013 -2.49477 -2.91 6.92 6.32 1.3739
O 1.91088 3.48275 -2.59134 1.89 -5.98 -0.90 -0.6556
O 1.71305 1.47460 -1.10694 2.11 -0.17 -5.42 -0.5100
C 1.34682 1.14432 -3.95691 0.44 -0.86 -5.34 0.5537
F 0.67058 2.14725 -4.86222 2.36 -3.57 3.83 -0.2165
F 2.44201 0.54937 -4.81103 -3.18 1.81 2.78 -0.2546
C 0.35164 -0.10068 -3.57337 0.10 -2.08 -2.44 0.4769
F 1.17448 -1.15984 -2.94234 -2.72 3.52 -1.66 -0.2194
F -0.11912 -0.67708 -4.88819 1.84 1.97 4.41 -0.2744
C -0.99934 0.31700 -2.74391 -3.03 0.97 -0.23 0.5539
F -2.16859 0.16283 -3.68689 3.99 0.60 3.23 -0.2658
F -1.03845 1.71923 -2.26888 0.72 -4.51 -1.79 -0.2315
C -1.33639 -0.64583 -1.45389 -2.57 -0.83 2.68 0.6428
F -2.53769 -0.03735 -0.77036 4.44 -2.06 -2.54 -0.1921
F -1.79093 -1.99895 -1.92149 2.21 4.82 1.76 -0.2287
F -0.27084 -0.69891 -0.42383 -3.69 -0.11 -4.07 -0.1913
H 7.13138 -0.67762 -2.42413 -0.78 2.41 -0.01 0.4081
H 8.38740 1.65748 -2.45669 -1.63 -0.12 0.04 0.3197
H 7.34376 4.04552 -2.49602 -1.41 -2.55 -0.02 0.3745
H 4.55149 4.21798 -2.54429 0.88 -2.47 0.09 0.4144
Br -4.47203 -2.19889 0.48662 -0.08 -0.07 0.14 -0.1392
C -5.37271 -1.72442 2.15021 -0.17 -0.12 -0.13 -0.6632
C -5.20164 -0.25673 2.46540 -0.09 0.06 0.27 -0.4392
Br -3.42040 0.11150 3.16947 -0.02 0.05 -0.13 -0.1557
H -4.97663 -2.38416 2.92708 -0.06 0.26 -0.14 0.4289
H -6.42660 -1.96230 1.98044 0.15 0.11 0.06 0.3682
H -5.88956 0.05049 3.25833 0.09 -0.13 -0.15 0.4022
H -5.34194 0.39297 1.59706 0.06 -0.23 0.17 0.2163
Br 5.35399 2.34150 3.56414 -0.08 -0.08 -0.15 -0.1178
C 4.48242 0.69495 2.98698 0.01 0.22 0.20 -0.5148
C 5.49406 -0.32205 2.51261 -0.24 -0.32 0.24 -0.5705
Br 6.14973 0.11331 0.72804 0.16 0.38 0.20 -0.0437
H 3.75300 0.97151 2.22074 0.20 -0.15 0.14 0.2605
H 3.95284 0.32896 3.87111 0.14 -0.05 -0.20 0.3736
H 5.03202 -1.30841 2.41262 0.06 0.18 -0.04 0.3232
H 6.36918 -0.40013 3.16366 -0.22 0.12 -0.20 0.3953
Br -9.19391 0.66033 0.31964 0.14 -0.09 0.02 -0.1239
C -7.55648 0.54359 -0.73349 -0.05 0.26 0.13 -0.2496
C -7.86054 0.28092 -2.18996 0.17 -0.18 -0.20 -0.5622
Br -8.34149 -1.58602 -2.48551 -0.03 0.15 0.02 -0.1360
H -6.93550 -0.22997 -0.27344 -0.15 0.09 -0.26 -0.0161
H -7.06957 1.51507 -0.61011 -0.08 -0.15 -0.10 0.3462
H -6.97174 0.44613 -2.80569 -0.12 0.00 0.18 0.3266
H -8.68355 0.88754 -2.57786 0.20 -0.13 0.22 0.4032
Br -2.70206 -2.79584 6.18163 -0.07 0.12 -0.07 -0.1198
C -3.36491 -1.12531 6.93914 0.24 -0.03 0.08 -0.4249
C -4.51257 -1.37335 7.88998 -0.17 0.17 0.06 -0.5790
Br -6.16447 -1.74434 6.92162 0.09 -0.05 0.04 -0.1392
H -3.62946 -0.47680 6.09943 -0.02 -0.19 0.22 0.1904
H -2.51059 -0.69521 7.46944 -0.19 -0.08 -0.02 0.3351
H -4.72476 -0.47767 8.48082 0.09 -0.14 -0.14 0.3459
H -4.34243 -2.21656 8.56515 0.02 0.20 -0.24 0.3819

***

39
Properties=species:S:1:pos:R:3:forces:R:3:mulliken_charge:R:1 method="wB97M-V/def2-TZVPD" charge=-1 homo_lumo_gap_ev=4.3 e_above_lowest_kj_mol=0.0
In 0.34637 -1.67252 -1.13329 2.30 -6.40 -3.66 1.2253
C 0.95221 -4.15261 -0.51044 -0.74 -3.40 -4.84 0.7767
O 1.73161 -3.57895 -1.24554 8.00 4.04 -2.14 -0.6644
O 0.26626 -3.37823 0.12053 -6.02 5.51 7.49 -0.6627
O 0.58057 -5.23615 -0.91179 -0.80 -4.84 1.66 -0.7487
C -0.49141 -3.12132 -3.24388 -0.88 -1.63 1.34 0.7522
O -0.47375 -4.15658 -3.83639 -2.50 -3.27 -3.42 -0.7213
O -1.32950 -2.54421 -2.51573 -5.25 2.27 2.25 -0.7792
O 0.62747 -2.68178 -3.02106 8.05 5.65 -0.24 -0.6159
C -1.66569 2.05299 -0.36423 0.00 -0.57 0.74 -1.4636
C -0.33726 1.31832 -0.74522 -1.88 0.54 -0.61 1.7501
C 0.80947 2.26804 -0.54897 1.94 -0.05 0.40 -1.3534
C 1.19800 2.57954 0.89793 -0.75 -0.72 -0.37 -0.7550
C 1.40736 1.22756 1.66663 -0.99 2.65 -1.56 -1.1899
C 0.16685 0.28816 1.52278 2.53 0.17 2.83 1.2957
N -0.16152 0.08202 0.12233 1.56 2.04 -0.69 0.7754
O -1.21018 -0.82553 -0.05139 -2.24 1.62 1.75 -0.4077
C 0.66035 -0.99493 2.13082 -0.38 -1.44 0.37 -2.0962
C -0.89331 0.68860 2.55665 -1.40 1.42 -1.06 -1.7850
C -0.36279 0.90040 -2.24320 -0.50 -0.32 0.38 -2.4119
H -1.58440 2.55617 0.59925 0.47 0.56 -0.30 0.3393
H -2.49066 1.39192 -0.09869 -0.21 -0.43 -0.65 0.2336
H -2.03794 2.73382 -1.12974 0.26 -0.07 0.02 0.4502
H 1.67353 1.75398 -0.96997 0.32 -0.14 -0.12 0.3739
H 0.75561 3.16699 -1.16306 -0.66 -0.01 -0.02 0.4258
H 0.41534 3.15701 1.38993 -0.26 -0.03 0.09 0.3342
H 2.06857 3.23257 0.95944 0.23 -0.26 -0.18 0.4545
H 1.49435 1.67888 2.65498 0.26 -1.33 0.54 0.3360
H 2.32043 0.78573 1.26765 -0.04 -0.31 0.40 0.4355
H -0.22299 -1.59613 2.34616 0.25 -0.68 -0.38 0.5040
H 1.37274 -1.55347 1.52367 -0.11 -0.09 0.03 0.4451
H 1.06935 -0.81821 3.12560 0.31 0.29 -0.17 0.5009
H -1.77669 0.05464 2.48024 -0.06 -0.15 0.08 0.4404
H -0.57068 0.66968 3.59764 0.47 -0.41 -0.32 0.4409
H -1.23619 1.71223 2.40599 -0.15 0.14 -0.01 0.3714
H -0.59873 1.72833 -2.91176 0.09 0.23 0.28 0.4129
H -1.11262 0.13824 -2.45524 -0.30 -0.10 0.09 0.6624
H 0.57043 0.46085 -2.59531 0.34 0.19 0.15 0.5243
H -1.93070 -0.31607 0.32664 -1.29 -0.67 -0.16 0.3943

***

9
Properties=species:S:1:pos:R:3:forces:R:3:mulliken_charge:R:1 method="wB97M-V/def2-TZVPD" charge=-1 homo_lumo_gap_ev="8.4 / 8.6" e_above_lowest_kj_mol=402.5
N 0.93464 1.88494 0.39390 0.11 -0.77 0.20 -0.2699
N 0.56559 -0.34020 -1.61678 2.49 -4.95 1.02 -0.8094
N -1.21740 -0.29782 0.33456 0.70 -0.89 0.26 -0.5869
O 0.94047 -1.75785 0.73892 -0.33 0.27 -1.04 -0.7176
O 1.23157 0.67107 0.68311 0.48 2.19 0.79 -0.1467
P 0.42448 -0.62450 -0.08408 -1.18 -1.76 0.31 0.8223
H 0.15765 0.48960 -1.69697 -2.19 4.73 -1.22 0.2490
H -1.37273 0.65612 0.06410 -0.84 0.31 0.41 0.2485
H -1.66428 -0.68137 1.18325 0.77 0.88 -0.72 0.2107

***

15
Properties=species:S:1:pos:R:3:forces:R:3:mulliken_charge:R:1 method="wB97M-V/def2-TZVPD" homo_lumo_gap_ev="8.5 / 8.5" e_above_lowest_kj_mol=243.1
C -0.05602 0.36318 0.22760 -0.16 -0.23 0.11 -1.0454
C -0.68810 0.72642 2.52559 0.80 0.19 -3.34 0.4861
C 1.23118 -0.26233 -1.89226 -0.32 -0.15 0.01 -1.2412
C -0.04914 -0.54532 -1.13006 -0.27 1.13 2.53 0.4515
N -1.30205 -0.33859 2.96818 -0.59 -0.67 0.99 -0.3272
O -0.39497 1.81175 2.88484 -0.22 -0.79 0.05 -0.4224
F -0.08689 -1.88954 -0.79269 0.06 -0.55 -0.02 -0.3381
H 0.96539 0.48016 0.56245 0.23 0.19 -0.01 0.3514
H -0.49780 1.31764 -0.02347 0.06 0.31 0.05 0.2977
H 1.21837 -0.76576 -2.85901 0.01 -0.01 -0.05 0.3506
H 2.08467 -0.62470 -1.32049 -0.01 0.03 0.05 0.3360
H 1.33914 0.80766 -2.04855 0.03 0.08 -0.06 0.3247
H -0.95201 -0.35650 -1.71466 0.10 0.13 0.01 0.2489
H -1.37286 -1.16296 2.39806 0.10 0.23 -0.17 0.2865
H -1.69258 -0.36572 3.90824 0.17 0.11 -0.15 0.2406

***

58
Properties=species:S:1:pos:R:3:forces:R:3:mulliken_charge:R:1 method="wB97M-V/def2-TZVPD" s2=0.76 charge=+1 homo_lumo_gap_ev="10.3 / 4.3" spin_multiplicity=2 e_above_lowest_kj_mol=596.5
C -1.01879 -0.27712 0.32477 0.17 -2.30 4.88 0.0257
O -1.98858 0.10984 1.28774 2.76 -1.12 -0.65 -0.3780
C 0.12858 0.88832 0.12050 -0.65 2.43 -1.38 0.4392
C 0.78011 0.65628 -1.24355 2.88 -2.58 2.42 -0.7466
C 0.10586 1.18170 -2.38369 -2.33 3.43 -3.66 -0.4119
C -1.08233 0.20011 -2.73986 -3.33 4.77 -0.06 -0.0435
O -2.27920 0.43992 -3.04719 4.19 -0.41 0.05 -0.6988
N 1.02603 1.20631 1.22527 -2.65 -2.58 2.00 -0.2054
H -1.57252 -0.51041 -0.50738 -0.96 0.73 -3.20 -0.1787
H -0.67590 -1.39027 0.53673 -0.07 2.55 0.38 0.1799
H -2.22690 1.02740 1.06772 -1.21 1.12 -0.29 0.5482
H -0.47236 1.84762 -0.11568 0.30 -1.37 1.05 0.0799
H 1.04568 -0.41637 -1.41204 -0.12 0.52 0.30 0.1634
H 1.75096 1.11762 -1.10295 0.39 0.20 -0.26 0.5139
H 0.77010 1.20816 -3.31967 -0.66 -0.22 1.35 0.3963
H -0.13704 2.35721 -2.18685 -0.05 -2.84 -0.78 0.3654
H -0.81874 -0.70866 -2.36565 0.60 -3.37 0.09 0.7043
H 0.47558 1.14336 2.13767 0.18 1.33 -1.28 0.2362
H 1.67858 0.49383 1.56743 0.86 -0.26 -1.45 0.2705
H 1.60411 3.14186 1.23228 -0.60 -0.86 -1.36 0.3665
H 1.62730 3.65741 2.56140 -0.44 0.39 1.67 0.3211
O 2.04327 3.80279 1.73239 0.96 0.68 -0.21 -0.6957
H -1.64978 -3.32982 -1.76523 -0.28 -0.57 -0.52 0.3779
H -0.51488 -2.46910 -1.26840 5.18 -0.02 0.22 -0.0086
O -1.39619 -2.56984 -1.26160 -5.20 0.14 0.41 -0.5345
H -4.44119 -0.25703 1.27527 0.79 -0.24 2.12 0.3068
H -4.44987 -1.16937 0.06542 0.59 -1.69 -0.76 0.2986
O -4.79261 -0.38732 0.43173 -1.48 1.93 -1.31 -0.5909
H -4.15106 1.93679 1.01037 0.10 -0.02 0.02 0.3187
H -3.38429 3.23964 0.61383 0.60 -2.73 1.65 0.3265
O -3.29354 2.35966 1.18121 -0.57 2.67 -1.71 -0.7040
H 4.25499 -1.02083 2.99219 -0.37 -1.41 7.20 0.2395
H 4.34646 0.06842 2.03361 0.24 -0.15 -0.02 0.3661
O 4.30728 -0.90630 2.13880 0.20 1.98 -6.96 -0.6001
H 3.98695 -1.61926 0.62811 -0.16 -1.28 -1.10 0.4164
H 2.94163 -2.75224 0.21668 3.74 1.85 -1.30 0.3367
O 3.76542 -2.20726 -0.16872 -2.76 -0.86 2.27 -0.6021
H 1.34785 -3.24286 2.68143 -2.47 -0.69 2.54 0.2377
H 2.36136 -3.85274 1.85352 2.79 -5.45 -1.13 0.2583
O 1.97148 -3.09354 2.04375 -0.32 6.06 -0.89 -0.5109
H 4.62793 2.32325 1.40938 1.47 1.77 -2.61 0.3178
H 3.27116 2.18894 2.10580 2.68 -0.19 0.00 0.3379
O 4.25446 1.89075 2.11555 -3.93 -1.42 2.56 -0.6959
H 1.47801 -2.33571 0.26199 0.27 -0.42 -0.28 0.0962
H 1.49745 -3.28520 -1.10228 -0.09 1.18 1.55 0.2758
O 0.97099 -2.76058 -0.43999 -0.21 -0.78 -1.49 -0.5764
H -2.45339 2.36064 -2.60938 1.31 0.02 -0.84 0.2496
H -3.59731 2.31052 -1.89300 -0.60 0.21 1.00 0.3297
O -2.70963 2.66218 -1.74448 -0.88 0.11 0.19 -0.5591
H -1.55338 1.51083 3.53882 1.06 1.36 2.44 0.2990
H -1.20202 2.93829 3.96416 -0.07 0.52 0.19 0.3410
O -1.09969 2.04838 4.30529 -1.04 -1.91 -2.78 -0.6331
H -3.06132 -1.70476 -1.56418 2.23 -0.33 2.60 0.2541
H -3.43532 -0.97568 -2.72340 -0.49 -0.43 -0.30 0.4588
O -3.65440 -1.79620 -2.24439 -2.43 0.49 -2.48 -0.6805
H 1.37427 -2.99420 -3.28277 0.74 1.49 -0.85 0.2841
H 1.56092 -2.14943 -4.54091 -0.27 -0.07 -1.68 0.2997
O 1.75746 -2.13594 -3.62755 -0.60 -1.36 2.43 -0.5828